*A*
This record from OMol25 describes a 2-piece molecular cluster, C4H11N4 overall. The level of theory is ωB97M-V/def2-TZVPD.

As for the highest occupied orbital energy (alpha / beta): -0.451 / -0.450 Eh. The charge is +1. The frontier orbital gap (alpha / beta) is 5.9 / 5.9 eV. Its multiplicity is 1.

Element x y z (Å)
1 C -0.413 1.594 -1.673
2 C 0.550 0.609 -1.509
3 C 0.739 -0.474 -2.447
4 C 1.340 0.651 -0.343
5 N -0.699 0.449 1.733
6 N -0.966 0.409 3.021
7 N -0.437 -1.779 1.290
8 N -0.634 -0.509 0.982
9 H -0.457 2.230 -0.769
10 H -1.150 1.592 -2.403
11 H 1.762 -0.503 -2.879
12 H 0.820 -1.347 -1.735
13 H -0.095 -0.671 -3.144
14 H 1.750 -0.340 -0.094
15 H 1.584 1.511 0.300
16 H -1.438 -0.357 3.562
17 H -0.861 1.322 3.501
18 H -0.589 -2.291 0.464
19 H -0.807 -2.097 2.142

***

*B*
This record from OMol25 describes a 2-piece molecular cluster, C4H11N4 overall. The level of theory is ωB97M-V/def2-TZVPD.

As for the highest occupied orbital energy: -0.477 Eh. The charge is +1. The frontier orbital gap is 8.1 eV. Its multiplicity is 1.

Element x y z (Å)
1 C 1.147 0.975 -0.111
2 C -0.182 1.567 0.093
3 C 1.575 -1.702 -0.270
4 C -2.333 0.754 -0.426
5 N 2.232 1.483 0.203
6 N 1.009 -0.368 -0.478
7 N -1.068 0.524 -0.320
8 N -0.423 -0.644 -0.512
9 H -0.443 1.890 1.087
10 H -0.282 2.457 -0.375
11 H 2.709 -1.662 -0.363
12 H 1.461 -1.952 0.707
13 H 1.178 -2.375 -0.893
14 H -3.105 -0.041 -0.747
15 H -1.661 -1.219 2.057
16 H -2.815 1.651 -0.208
17 H 3.154 1.167 0.246
18 H -0.931 -1.200 -1.140
19 H -1.224 -1.305 1.452

***

*C*
This record from OMol25 describes a 2-piece molecular cluster, C4H11N4 overall. The level of theory is ωB97M-V/def2-TZVPD.

As for the highest occupied orbital energy: -0.507 Eh. The charge is +1. The frontier orbital gap is 9.9 eV. Its multiplicity is 1.

Element x y z (Å)
1 C -0.230 -0.749 0.191
2 C 0.650 -1.718 0.212
3 C 0.505 1.595 -1.035
4 C -0.939 1.194 -0.902
5 N 1.434 0.936 -0.508
6 N -2.305 -1.955 1.376
7 N -1.873 2.242 -0.653
8 N -1.132 0.121 0.055
9 H 0.500 -2.687 -0.203
10 H 1.649 -1.452 0.550
11 H 0.717 2.627 -1.415
12 H -1.181 0.880 -1.896
13 H 2.310 1.331 -0.551
14 H -2.375 -2.459 2.373
15 H -1.723 -2.547 0.806
16 H -2.095 2.573 -1.565
17 H -1.522 2.911 -0.012
18 H -3.224 -1.899 1.017
19 H -1.708 0.550 0.829

***

Name the most stable of them. *C*.